Record 1
The molecule C5H8N2, computed with ωB97M-V/def2-TZVPD.

```
15
C5H8N2 | the OMol25 dataset | ωB97M-V/def2-TZVPD
C 2.52 -0.96 1.06
N 1.49 -0.49 0.16
C 0.31 -0.94 0.26
N -0.65 -0.65 -0.74
C -0.31 0.59 -1.50
C -1.33 0.68 -0.75
C -2.58 1.25 -0.24
H 2.96 -0.10 1.58
H 2.19 -1.70 1.80
H 3.32 -1.42 0.46
H -0.02 -1.67 1.01
H 0.46 0.90 -2.19
H -3.41 0.56 -0.44
H -2.54 1.41 0.84
H -2.78 2.21 -0.73
```

As for the spin multiplicity: 1. Its total charge is 0. Its SMILES is C/N=C/N1C=C1C. The calculation puts the total energy at -8291.059 eV. Its energy above the lowest of the compared OMol25 structures with the same formula, charge and spin is 379.9 kJ/mol. For the gap between HOMO and LUMO, the calculation gives 9.19 eV.

Record 2
A 2-piece molecular cluster, C7H11FN3O2 overall, computed with ωB97M-V/def2-TZVPD.

```
24
C7H11FN3O2 | the OMol25 dataset | ωB97M-V/def2-TZVPD
C -1.78 -0.77 -0.56
C 2.51 1.43 2.72
C 0.36 0.14 -1.36
C -1.73 -1.97 0.30
C -3.14 -0.09 -0.73
C 2.02 0.48 1.52
C 1.64 1.36 0.34
N -0.79 -0.05 -0.83
N 0.90 -1.19 -3.40
N 1.48 0.68 -0.96
O 2.05 1.15 3.81
O 3.43 2.19 2.41
F -0.30 -1.32 -4.04
H -2.25 -1.69 1.13
H -0.73 -2.40 0.33
H -2.28 -2.82 -0.30
H -3.22 0.91 -1.14
H -3.61 -0.76 -1.35
H -3.68 0.02 0.15
H 1.09 -0.14 1.78
H 2.84 -0.04 1.08
H 0.65 1.79 0.54
H 2.43 1.98 0.22
H 2.08 1.11 -1.64
```

As for the spin multiplicity: 1. Its total charge is -1. The calculation puts the total energy at -18713.742 eV. For the gap between HOMO and LUMO (spin up / spin down), the calculation gives 6.91 / 6.88 eV.

Record 3
The molecule C4H9NO, computed with ωB97M-V/def2-TZVPD.

```
15
C4H9NO | the OMol25 dataset | ωB97M-V/def2-TZVPD
C 0.95 1.15 0.86
C -0.14 0.42 0.04
C 0.24 0.38 -1.47
N -0.23 -0.96 0.54
C -1.40 -1.63 0.55
O -2.48 -1.13 0.26
H 0.77 2.21 1.08
H 1.73 1.06 0.13
H 1.31 0.67 1.78
H -1.14 0.87 0.15
H -0.57 -0.06 -2.04
H 1.13 -0.25 -1.66
H 0.48 1.36 -1.93
H 0.61 -1.45 0.80
H -1.28 -2.68 0.85
```

As for the spin multiplicity: 1. Its total charge is 0. Its SMILES is CC(C)NC=O. The calculation puts the total energy at -7831.550 eV. Its energy above the lowest of the compared OMol25 structures with the same formula, charge and spin is 74.3 kJ/mol. For the gap between HOMO and LUMO, the calculation gives 10.61 eV.

Record 4
A 3-piece molecular cluster, C2H9NS overall, computed with ωB97M-V/def2-TZVPD.

```
13
C2H9NS | the OMol25 dataset | ωB97M-V/def2-TZVPD
C 1.38 0.14 -0.69
N 0.58 1.04 0.13
C 1.16 1.29 1.43
H 0.76 -0.10 -1.58
H 2.29 0.64 -0.98
H 1.61 -0.82 -0.21
H -0.52 -1.08 1.11
H -0.37 0.63 0.20
H 1.42 0.36 2.00
H 0.50 1.90 2.06
H 2.11 1.84 1.30
S -1.54 -1.13 -0.56
H -2.68 -1.30 0.10
```

As for the spin multiplicity: 1. Its total charge is 0. The calculation puts the total energy at -14542.359 eV. Its energy above the lowest of the compared OMol25 structures with the same formula, charge and spin is 283.1 kJ/mol. For the gap between HOMO and LUMO, the calculation gives 7.40 eV.